A cluster of 2 separate species, C3H13N3 in total in a non-equilibrium geometry. Source: the Open Molecules 2025 dataset; level of theory: the ωB97M-V functional and the def2-TZVPD basis.

Properties
**Orbital gap**: 10.4 eV
**Highest occupied orbital energy**: -9.375 eV
**Energy above the lowest of the compared OMol25 structures with the same formula, charge and spin**: 16.82 kcal/mol
**E_LUMO**: 0.98 eV
**Electronic energy**: -7791.2948 eV
**2S+1**: 1

Cartesian coordinates (Å):
C 1.635 0.418 -0.392
C 2.833 1.029 0.366
N 3.051 2.471 -0.001
H 0.800 0.609 0.265
H 1.777 -0.679 -0.566
H 1.602 0.880 -1.376
H 3.694 0.361 0.271
H 2.745 0.976 1.448
H 3.666 2.425 -0.813
H 2.158 2.771 -0.395
N -1.826 -0.624 -0.737
C -2.853 -0.928 0.276
N -2.747 -2.273 0.768
H -2.091 0.251 -1.193
H -1.735 -1.321 -1.470
H -3.909 -0.909 -0.045
H -2.736 -0.149 1.047
H -1.809 -2.580 1.017
H -3.059 -2.905 0.043

A structure of composition C7H14OsPS in a non-equilibrium geometry. Source: the Open Molecules 2025 dataset; level of theory: the ωB97M-V functional and the def2-TZVPD basis.

Properties
**Orbital gap (spin up / spin down)**: 6.4 / 6.9 eV
**Highest occupied orbital energy (spin up / spin down)**: -9.052 / -12.517 eV
**Energy above the lowest of the compared OMol25 structures with the same formula, charge and spin**: 0.00 kcal/mol
**E_LUMO (spin up / spin down)**: -2.69 / -5.63 eV
**Charge**: +1
**Expectation value of S²**: 6.019
**Electronic energy**: -30065.3988 eV
**2S+1**: 5

Cartesian coordinates (Å):
C 0.005 -2.500 0.185
C 1.390 -2.299 0.544
C 2.036 -1.560 -0.509
C 1.117 -1.404 -1.609
C -0.175 -1.905 -1.214
Os -0.121 -0.353 0.275
P -1.031 -0.301 2.236
H -0.736 -3.149 0.667
H 1.813 -2.571 1.501
H 3.009 -1.087 -0.435
H -1.057 -2.065 -1.838
H 1.306 -0.892 -2.546
H -0.497 0.664 3.146
H -0.975 -1.498 2.998
H -2.423 -0.009 2.172
C 0.015 1.878 -1.866
S 0.505 1.751 -0.123
C -0.818 2.729 0.644
H 0.015 0.893 -2.330
H 0.768 2.516 -2.328
H -0.965 2.356 -1.926
H -0.638 3.773 0.338
H -1.799 2.387 0.288
H -0.741 2.645 1.733

An isolated molecule of C4H11N3 in a non-equilibrium geometry. Source: the Open Molecules 2025 dataset; level of theory: the ωB97M-V functional and the def2-TZVPD basis.

Properties
**Orbital gap**: 9.4 eV
**Highest occupied orbital energy**: -8.585 eV
**Energy above the lowest of the compared OMol25 structures with the same formula, charge and spin**: 162.77 kcal/mol
**E_LUMO**: 0.82 eV
**Electronic energy**: -8790.5607 eV
**2S+1**: 1

Cartesian coordinates (Å):
C 2.228 0.215 0.406
C 1.551 -0.571 -0.620
C 0.045 -0.625 -0.309
N -0.526 -1.740 -0.398
N -1.773 -1.415 0.268
N -0.618 0.453 0.350
C -1.680 1.385 -0.364
H 2.271 -0.363 1.522
H 1.395 1.261 0.437
H 3.350 0.531 0.175
H 1.557 -0.151 -1.512
H 1.988 -1.625 -0.803
H -1.404 -0.770 1.101
H -2.064 -2.283 1.020
H 0.025 1.274 0.589
H -1.567 1.866 -1.414
H -2.546 0.540 -0.707
H -2.232 2.016 0.257

A cluster of 2 separate species, C5H14N2O in total in a non-equilibrium geometry. Source: the Open Molecules 2025 dataset; level of theory: the ωB97M-V functional and the def2-TZVPD basis.

Properties
**Orbital gap**: 9.2 eV
**Highest occupied orbital energy**: -8.447 eV
**Energy above the lowest of the compared OMol25 structures with the same formula, charge and spin**: 65.54 kcal/mol
**E_LUMO**: 0.72 eV
**Electronic energy**: -10438.1858 eV
**2S+1**: 1

Cartesian coordinates (Å):
C -0.961 -0.921 0.351
C 0.284 -0.489 0.139
C 1.007 -0.747 -1.151
C 0.604 0.315 -2.235
N -0.782 0.689 -2.369
N 0.967 0.286 1.108
C 2.206 -0.384 1.605
H -1.432 -1.702 -0.234
H -1.617 -0.526 1.094
H 0.741 -1.735 -1.535
H 2.080 -0.815 -0.976
H 1.168 1.238 -2.086
H 1.018 -0.156 -3.128
H -1.307 -0.174 -2.522
H -1.196 0.953 -1.479
H 0.390 0.375 1.909
H 2.972 -0.073 0.896
H 2.025 -1.427 1.842
H 2.519 0.221 2.454
O -2.870 0.962 2.063
H -2.910 1.842 2.471
H -1.908 0.917 1.982

A structure of composition C11H14ClF5N3O5Ru in a non-equilibrium geometry. Source: the Open Molecules 2025 dataset; level of theory: the ωB97M-V functional and the def2-TZVPD basis.

Properties
**Orbital gap (spin up / spin down)**: 8.6 / 7.9 eV
**Highest occupied orbital energy (spin up / spin down)**: -8.466 / -8.338 eV
**Energy above the lowest of the compared OMol25 structures with the same formula, charge and spin**: 6.96 kcal/mol
**E_LUMO (spin up / spin down)**: 0.09 / -0.39 eV
**Expectation value of S²**: 0.754
**Electronic energy**: -55026.3465 eV
**2S+1**: 2

Cartesian coordinates (Å):
Ru 0.098 0.233 0.265
N 2.453 -2.838 -0.724
C 2.135 -1.735 -0.056
O 1.156 -1.708 0.721
C 2.970 -0.492 -0.191
C 2.022 0.699 -0.391
H 1.760 -3.570 -0.762
H 3.148 -2.805 -1.448
H 3.706 -0.588 -0.992
H 3.532 -0.399 0.744
H 1.875 0.856 -1.457
H 2.455 1.614 0.020
O -2.475 -1.586 -1.265
Cl -1.246 -1.451 -1.991
O -1.446 -1.428 -3.393
O -0.639 -0.095 -1.614
O -0.332 -2.472 -1.588
N -1.416 -0.891 1.391
C -0.928 -1.067 2.770
C -0.258 0.209 3.237
N 0.746 0.628 2.229
H -2.300 -0.394 1.364
H -1.560 -1.783 0.929
H -0.207 -1.884 2.756
H -1.732 -1.330 3.461
H 0.204 0.052 4.214
H -0.987 1.009 3.327
H 1.601 0.096 2.361
H 0.977 1.609 2.346
F -2.338 1.706 1.757
C -1.804 2.529 0.809
C -0.722 2.108 0.049
C -0.324 3.050 -0.899
F 0.682 2.802 -1.752
C -0.920 4.291 -1.054
F -0.475 5.148 -1.978
C -1.988 4.652 -0.254
F -2.571 5.843 -0.393
C -2.440 3.752 0.689
F -3.478 4.066 1.471

A cluster of 11 separate species, C12H46N14O11 in total in a non-equilibrium geometry. Source: the Open Molecules 2025 dataset; level of theory: the ωB97M-V functional and the def2-TZVPD basis.

Properties
**Orbital gap**: 9.0 eV
**Highest occupied orbital energy**: -8.960 eV
**Energy above the lowest of the compared OMol25 structures with the same formula, charge and spin**: 199.43 kcal/mol
**E_LUMO**: 0.01 eV
**Electronic energy**: -56572.1459 eV
**2S+1**: 1

Cartesian coordinates (Å):
N 7.274 -27.520 13.911
C 7.335 -27.732 15.185
N 7.808 -26.737 15.867
O 6.941 -28.925 15.694
H 6.565 -28.166 13.498
H 7.416 -26.567 13.561
H 7.720 -26.905 16.870
H 8.113 -25.786 15.545
N 6.146 -24.456 11.359
C 5.730 -25.687 11.351
N 4.823 -26.013 12.230
O 6.254 -26.598 10.450
H 6.780 -24.104 10.669
H 5.598 -23.829 11.873
H 4.459 -27.001 12.397
H 4.354 -25.391 12.818
N 6.715 -23.414 17.525
C 7.851 -24.021 17.771
N 7.719 -25.172 18.434
O 9.040 -23.472 17.482
H 6.745 -22.612 16.923
H 5.780 -23.719 17.679
H 8.610 -25.631 18.749
H 6.849 -25.553 18.753
N 6.326 -21.027 12.697
C 5.122 -21.444 12.399
N 4.427 -20.445 11.988
O 4.629 -22.731 12.628
H 6.834 -21.789 13.201
H 6.830 -20.378 12.097
H 3.368 -20.716 11.888
H 4.843 -19.781 11.422
N 8.159 -24.845 13.065
C 8.263 -24.013 14.045
N 9.146 -24.446 14.924
O 7.490 -22.868 14.141
H 7.505 -24.518 12.297
H 8.812 -25.669 12.878
H 9.199 -24.001 15.888
H 9.810 -25.187 14.721
N 11.441 -24.634 17.145
C 11.191 -25.888 17.510
N 12.013 -26.653 16.846
O 10.146 -26.337 18.361
H 10.784 -23.922 17.501
H 12.317 -24.354 16.698
H 12.030 -27.680 16.967
H 12.798 -26.194 16.402
N 10.362 -26.838 14.600
C 10.617 -26.871 13.338
N 9.547 -27.035 12.580
O 11.888 -26.688 12.841
H 11.120 -26.657 15.242
H 9.496 -27.061 15.101
H 9.691 -27.056 11.595
H 8.658 -27.425 13.019
C 10.697 -19.653 15.470
C 9.746 -20.728 15.911
O 9.458 -20.358 17.210
H 11.460 -19.561 16.215
H 10.185 -18.707 15.297
H 11.200 -19.913 14.550
H 10.291 -21.624 16.066
H 8.876 -20.907 15.258
H 8.741 -20.905 17.521
C 11.509 -22.761 13.781
O 12.694 -22.304 13.275
H 11.276 -23.699 13.176
H 10.718 -22.056 13.578
H 11.592 -22.937 14.875
H 13.368 -22.874 13.556
C 4.632 -25.366 15.229
O 3.454 -24.958 14.520
H 5.387 -24.558 15.382
H 5.154 -26.196 14.821
H 4.260 -25.733 16.177
H 3.366 -24.058 14.717
C 9.401 -23.367 10.506
O 8.231 -22.649 10.066
H 10.173 -23.174 9.755
H 9.345 -24.443 10.756
H 9.890 -22.979 11.415
H 8.484 -21.824 9.568

An isolated molecule of C9H19BN2O6P2S in a non-equilibrium geometry. Source: the Open Molecules 2025 dataset; level of theory: the ωB97M-V functional and the def2-TZVPD basis.

Properties
**Orbital gap**: 6.8 eV
**Highest occupied orbital energy**: -7.573 eV
**E_LUMO**: -0.78 eV
**Electronic energy**: -54995.1931 eV
**2S+1**: 1

Cartesian coordinates (Å):
C 1.211 2.137 1.246
B -0.293 2.073 0.850
O -1.053 3.214 0.811
N -1.040 0.786 0.400
P -2.755 1.118 0.898
S -2.903 1.459 2.796
C -0.592 -0.367 1.269
C 0.340 -1.357 0.619
C 1.112 -2.142 1.701
O 1.392 -3.328 1.456
O 1.377 -1.547 2.764
N 1.186 -0.648 -0.364
P 2.523 -1.657 -0.925
C 3.877 -1.330 0.279
O 3.100 -1.042 -2.368
C 0.294 -0.350 -1.488
C -0.812 0.668 -1.094
C -2.049 0.474 -1.985
C -2.825 -0.845 -1.913
O -3.928 -0.863 -2.390
O -2.329 -1.989 -1.322
H 1.867 2.116 0.373
H 1.526 1.416 2.003
H 1.374 3.125 1.692
H -1.257 3.538 1.698
H -3.298 2.119 0.083
H -3.382 -0.124 0.668
H -1.482 -0.924 1.584
H -0.137 -0.044 2.208
H -0.215 -2.110 0.044
H 3.782 -2.065 1.078
H 3.786 -0.329 0.716
H 4.858 -1.423 -0.185
H 3.384 -0.120 -2.268
H -0.118 -1.257 -1.947
H 0.916 0.129 -2.247
H -0.388 1.625 -1.418
H -2.779 1.277 -1.915
H -1.679 0.543 -3.013
H -2.592 -1.957 -0.394

A cluster of 3 separate species, C3H15N2O2S in total in a non-equilibrium geometry. Source: the Open Molecules 2025 dataset; level of theory: the ωB97M-V functional and the def2-TZVPD basis.

Properties
**Orbital gap**: 10.1 eV
**Highest occupied orbital energy**: -12.950 eV
**Energy above the lowest of the compared OMol25 structures with the same formula, charge and spin**: 19.71 kcal/mol
**E_LUMO**: -2.85 eV
**Charge**: +1
**Electronic energy**: -21258.2474 eV
**2S+1**: 1

Cartesian coordinates (Å):
N 0.858 0.135 -0.080
C 0.060 0.233 -1.307
C -0.600 -1.090 -1.589
S 0.493 -2.565 -1.678
C -1.017 1.339 -1.101
N -1.109 1.694 0.343
H 1.803 -0.235 -0.236
H 1.031 1.081 0.289
H 0.423 -0.346 0.714
H 0.639 0.576 -2.206
H -1.453 -1.374 -0.921
H -1.237 -0.954 -2.459
H 0.956 -2.608 -2.907
H -1.980 1.008 -1.593
H -0.768 2.259 -1.569
H -1.629 1.047 0.927
H -1.601 2.576 0.410
H -1.123 -2.161 3.438
H -2.080 -0.930 3.572
O -1.403 -1.337 3.013
H 4.084 0.467 1.568
H 2.515 0.871 1.918
O 3.139 0.314 1.453

An isolated molecule of C6H13N. Source: the Open Molecules 2025 dataset; level of theory: the ωB97M-V functional and the def2-TZVPD basis.

Properties
**Orbital gap (spin up / spin down)**: 7.4 / 7.4 eV
**Highest occupied orbital energy (spin up / spin down)**: -6.392 / -6.391 eV
**Energy above the lowest of the compared OMol25 structures with the same formula, charge and spin**: 56.60 kcal/mol
**E_LUMO (spin up / spin down)**: 1.00 / 1.00 eV
**Electronic energy**: -7920.3788 eV
**2S+1**: 1

Cartesian coordinates (Å):
C -1.188 -1.097 -2.233
C -0.137 -0.400 -1.359
C -0.474 -0.670 0.107
N 0.462 -0.211 1.161
C 1.011 -1.202 1.899
C 0.657 1.073 1.458
C 0.553 2.281 0.587
H -2.203 -0.789 -1.952
H -1.136 -2.187 -2.127
H -1.055 -0.861 -3.293
H 0.863 -0.779 -1.598
H -0.138 0.674 -1.572
H -0.531 -1.755 0.233
H -1.452 -0.239 0.343
H 1.719 -0.881 2.657
H 0.389 -2.068 2.084
H 1.072 1.210 2.448
H 0.499 3.144 1.260
H 1.430 2.448 -0.059
H -0.341 2.310 -0.044

A cluster of 2 separate species, C2H10N2 in total in a non-equilibrium geometry. Source: the Open Molecules 2025 dataset; level of theory: the ωB97M-V functional and the def2-TZVPD basis.

Properties
**Orbital gap (spin up / spin down)**: 10.4 / 5.4 eV
**Highest occupied orbital energy (spin up / spin down)**: -13.943 / -13.814 eV
**Energy above the lowest of the compared OMol25 structures with the same formula, charge and spin**: 0.00 kcal/mol
**E_LUMO (spin up / spin down)**: -3.50 / -8.41 eV
**Charge**: +1
**Expectation value of S²**: 0.754
**Electronic energy**: -5207.3952 eV
**2S+1**: 2

Cartesian coordinates (Å):
N 0.295 -2.381 0.166
H 0.928 -3.175 0.201
H -0.180 -2.370 -0.733
H 0.746 -1.500 0.332
C 0.661 1.404 -0.794
N 0.241 0.786 0.440
C -1.123 0.345 0.601
H 0.236 0.894 -1.642
H 0.214 2.408 -0.824
H 1.738 1.487 -0.813
H 0.584 1.361 1.214
H -1.734 1.248 0.624
H -1.219 -0.254 1.495
H -1.388 -0.253 -0.267

The ion C25H38P with charge +1 in a non-equilibrium geometry. Source: the Open Molecules 2025 dataset; level of theory: the ωB97M-V functional and the def2-TZVPD basis.

Properties
**Orbital gap**: 9.5 eV
**Highest occupied orbital energy**: -11.943 eV
**E_LUMO**: -2.44 eV
**Charge**: +1
**Electronic energy**: -35823.5325 eV
**2S+1**: 1

Cartesian coordinates (Å):
C 0.050 -1.466 6.222
C 0.604 -0.880 4.919
C -0.377 -0.982 3.772
C 0.244 -0.846 2.371
P 0.100 0.399 1.059
C 1.416 1.123 0.021
C 2.753 1.730 0.472
C 2.733 2.946 1.371
C 4.141 3.512 1.596
C -1.282 1.675 1.372
C -1.218 3.157 1.832
C -2.565 3.934 1.755
C -3.181 3.992 0.358
H 0.784 -1.393 7.038
H -0.865 -0.944 6.538
H -0.203 -2.529 6.090
H 0.875 0.165 5.074
H 1.523 -1.411 4.659
H -0.839 -1.985 3.841
H -1.206 -0.284 3.899
H 1.269 -1.233 2.382
H -0.304 -1.693 1.895
H 1.719 0.241 -0.552
H 0.956 1.764 -0.737
H 3.308 0.939 0.985
H 3.329 1.961 -0.437
H 2.080 3.733 0.975
H 2.311 2.663 2.340
H 4.121 4.440 2.172
H 4.767 2.799 2.145
H 4.646 3.723 0.648
H -1.763 1.767 0.392
H -2.032 1.169 2.003
H -0.852 3.222 2.864
H -0.497 3.687 1.197
H -3.293 3.500 2.453
H -2.393 4.964 2.096
H -4.072 4.630 0.343
H -2.473 4.410 -0.364
H -3.487 3.008 0.001
C -0.669 -0.613 -0.258
C -0.463 -0.209 -1.739
C -0.887 1.049 -2.196
C -0.445 1.567 -3.410
C 0.315 0.754 -4.246
C 0.539 -0.572 -3.923
C 0.072 -1.065 -2.710
C -0.700 -2.128 -0.013
C -1.888 -2.765 0.387
C -1.847 -4.076 0.821
C -0.674 -4.819 0.686
C 0.445 -4.249 0.091
C 0.423 -2.912 -0.278
H -1.655 -0.237 0.096
H -1.512 1.658 -1.564
H -0.672 2.587 -3.652
H 0.683 1.167 -5.172
H 1.118 -1.201 -4.589
H 0.164 -2.127 -2.542
H -2.820 -2.207 0.461
H -2.722 -4.536 1.259
H -0.639 -5.855 1.027
H 1.339 -4.833 -0.084
H 1.308 -2.453 -0.709

A structure of composition C3HBr2O3 in a non-equilibrium geometry. Source: the Open Molecules 2025 dataset; level of theory: the ωB97M-V functional and the def2-TZVPD basis.

Properties
**Orbital gap**: 5.5 eV
**Highest occupied orbital energy**: -3.522 eV
**Energy above the lowest of the compared OMol25 structures with the same formula, charge and spin**: 92.13 kcal/mol
**E_LUMO**: 2.00 eV
**Charge**: -1
**Electronic energy**: -149352.2684 eV
**2S+1**: 1

Cartesian coordinates (Å):
C -0.046 1.876 0.571
C -1.030 0.557 0.565
C 0.739 -2.810 -0.772
O 0.743 1.991 1.493
O -0.427 2.488 -0.398
O -0.660 -0.489 0.231
Br 2.122 -1.960 0.173
Br 0.739 -2.318 -2.502
H -2.180 0.666 0.639